No. 1
ORCA calculation (the ωB97M-V functional and the def2-TZVPD basis) on a gas-phase ion, C25H32N3 (charge +1) at a distorted geometry.

Output
M: 374.552 g/mol
E_tot: -1135.80525 a.u.
energy relative to the best compared isomer or geometry (same formula, charge and spin): 2.154 eV
gap between HOMO and LUMO: 8.14 eV
E_HOMO: -0.3875 Ha
net charge: +1
SMILES: Cc1ccc(/C=C/[C@H](c2ccc(C)cc2)[N+]2=C3N(C)CCCN3CCC2)cc1

```
60
Properties=species:S:1:pos:R:3:mulliken_charge:R:1
C -6.97381 -3.58090 1.39966 -1.34
C -5.63474 -2.99435 0.96650 0.95
C -5.29288 -2.93025 -0.39621 -0.52
C -4.10267 -2.34369 -0.81031 -0.72
C -3.20804 -1.78751 0.13054 0.46
C -2.01430 -1.09168 -0.24956 -0.15
C -1.14805 -0.42677 0.59179 -0.99
C 0.23706 -0.14555 0.13127 0.61
C 1.14019 0.11488 1.31180 -0.02
C 2.00302 1.21820 1.37744 0.09
C 2.76598 1.49581 2.51884 -1.27
C 2.70845 0.66156 3.64479 0.94
C 3.50561 0.94329 4.87819 -1.33
C 1.87869 -0.44984 3.57700 -1.14
C 1.12197 -0.74116 2.44558 -0.63
N 0.59461 0.97774 -0.77570 0.20
C 1.54361 1.00793 -1.77520 0.83
N 2.48189 0.00417 -1.96540 0.02
C 2.96074 -0.93922 -0.94020 -0.85
C 3.56755 0.24616 -2.90886 -0.58
C 2.94877 0.80445 -4.15010 -0.72
C 2.25526 2.12611 -3.85395 -0.71
N 1.48371 2.03385 -2.61342 0.13
C 0.63336 3.15945 -2.35994 -0.83
C -0.01881 3.14789 -1.00388 -0.64
C -0.61627 1.80936 -0.78438 -0.83
C -3.53694 -1.89487 1.49593 -0.67
C -4.72915 -2.47756 1.90174 -0.79
H -7.07590 -3.57417 2.49588 0.35
H -7.81733 -3.02014 0.95836 0.31
H -7.07470 -4.62261 1.05473 0.33
H -6.02276 -3.34272 -1.10941 0.37
H -3.88202 -2.28809 -1.88582 0.34
H -1.75258 -1.16428 -1.29660 0.35
H -1.41616 -0.25660 1.67998 0.39
H 0.61677 -0.88454 -0.81262 0.71
H 2.09769 1.89041 0.51160 0.25
H 3.41484 2.37435 2.54787 0.42
H 3.26482 0.20672 5.65363 0.35
H 4.58231 0.88407 4.67907 0.31
H 3.28797 1.94079 5.27994 0.34
H 1.82335 -1.07881 4.45507 0.32
H 0.52464 -1.65003 2.43613 0.53
H 2.19371 -1.74157 -0.70091 0.28
H 3.86509 -1.46541 -1.40642 0.42
H 3.33215 -0.39440 -0.03047 0.27
H 4.31213 0.94663 -2.49931 0.28
H 4.03065 -0.69368 -3.16342 0.46
H 3.73234 0.97783 -4.91674 0.36
H 2.18033 0.11837 -4.54269 0.32
H 3.00101 2.94198 -3.74173 0.38
H 1.55954 2.38414 -4.68120 0.31
H 1.20049 4.10228 -2.45157 0.39
H -0.17056 3.16792 -3.10196 0.41
H 0.73090 3.35668 -0.21714 0.20
H -0.84656 3.84383 -0.88123 0.44
H -1.05746 1.67060 0.21986 0.51
H -1.33328 1.47129 -1.53648 0.32
H -2.85790 -1.51213 2.25456 0.20
H -4.99833 -2.53623 2.96512 0.26
```



No. 2
ORCA calculation (the ωB97M-V functional and the def2-TZVPD basis) on 5 unconnected molecules or ions with the total composition C2H14O5 at a distorted geometry.

Output
M: 118.129 g/mol
E_tot: -460.77594 a.u.
energy relative to the best compared isomer or geometry (same formula, charge and spin): 0.806 eV
gap between HOMO and LUMO: 11.20 eV
E_HOMO: -0.3912 Ha
net charge: 0
SMILES: CCO.O.O.O.O

```
21
Properties=species:S:1:pos:R:3:mulliken_charge:R:1
C -1.68454 1.90788 -0.69637 -1.06
C -1.47818 0.51999 -0.21557 -0.14
O -0.84522 0.40744 1.20879 -0.64
H -0.82928 2.45128 -0.63611 0.40
H -2.00291 1.76197 -1.73718 0.31
H -2.41123 2.36696 -0.02690 0.29
H -0.83841 -0.04012 -0.85316 0.11
H -2.51793 0.09637 -0.03676 0.36
H -0.05536 0.92590 1.16622 0.32
O -0.02743 -2.01799 2.27650 -0.70
H -0.69101 -2.17034 2.95649 0.30
H -0.35199 -1.19949 1.82387 0.48
O 2.02213 -0.29654 -1.77269 -0.70
H 1.31306 -0.95799 -1.82528 0.31
H 2.41606 -0.66093 -0.99735 0.34
O 0.62430 -2.48653 -0.29841 -0.66
H 0.82770 -2.41707 0.70461 0.36
H 1.12136 -3.32417 -0.53346 0.31
O 1.49923 1.86929 -0.00224 -0.65
H 2.40339 1.97315 0.27091 0.26
H 1.50628 1.29093 -0.77589 0.40
```



No. 3
ORCA calculation (the ωB97M-V functional and the def2-TZVPD basis) on a gas-phase ion, C21H27N2O5S2 (charge +1) at a distorted geometry.

Output
M: 451.590 g/mol
E_tot: -2098.31261 a.u.
energy relative to the best compared isomer or geometry (same formula, charge and spin): 0.085 eV
gap between HOMO and LUMO: 8.77 eV
E_HOMO: -0.4028 Ha
net charge: +1
SMILES: CCC[N@H+]1CCc2c(sc(NC(=O)CCS(=O)(=O)c3ccccc3)c2C(=O)OC)C1

```
57
Properties=species:S:1:pos:R:3:mulliken_charge:R:1
C -8.73942 -1.46028 0.48655 -1.22
C -7.83594 -0.51110 1.26823 -0.53
C -7.03255 0.43786 0.36637 -0.52
N -5.58402 0.11718 0.32151 0.05
C -5.28136 -1.16581 -0.36654 -0.68
C -3.85188 -1.60406 -0.06569 -0.76
C -2.91011 -0.45213 -0.22823 0.10
C -3.35201 0.82790 -0.33122 0.50
S -2.05710 1.99110 -0.47001 -0.29
C -0.90343 0.70426 -0.37519 0.44
N 0.43038 1.01666 -0.36477 0.26
C 0.78950 2.32269 -0.46985 0.75
O -0.06703 3.18022 -0.62257 -0.67
C 2.25076 2.68549 -0.38196 -0.93
C 3.25142 1.61910 -0.78587 -0.92
S 3.57349 0.53182 0.66036 1.31
O 2.49795 -0.44296 0.68299 -0.72
O 3.70896 1.37051 1.81562 -0.66
C 5.11546 -0.30027 0.31064 0.19
C 6.26910 0.13287 0.93478 -0.39
C 7.46632 -0.50012 0.64233 -0.64
C 7.48986 -1.54713 -0.26630 -0.39
C 6.32281 -1.97101 -0.88455 -0.67
C 5.12269 -1.34262 -0.59686 -0.36
C -1.48820 -0.54039 -0.26690 -0.68
C -0.79674 -1.83702 -0.20949 0.73
O -1.32638 -2.84998 0.18434 -0.66
O 0.44767 -1.76707 -0.68812 -0.27
C 1.24020 -2.94918 -0.63742 -0.74
C -4.79416 1.21296 -0.30296 -0.91
H -9.46708 -0.89847 -0.09279 0.35
H -9.28318 -2.10082 1.17473 0.38
H -8.17828 -2.09655 -0.19314 0.32
H -7.15839 -1.08558 1.90386 0.34
H -8.46301 0.08188 1.93406 0.40
H -7.41445 0.40124 -0.65593 0.43
H -7.12428 1.46458 0.72528 0.39
H -5.24510 0.01737 1.28553 0.42
H -5.98348 -1.92648 -0.02771 0.34
H -5.41781 -1.00609 -1.43751 0.35
H -3.56572 -2.41970 -0.72989 0.54
H -3.76607 -1.99975 0.94999 0.30
H 1.10104 0.28113 -0.09933 0.23
H 2.45161 2.95141 0.66386 0.38
H 2.38210 3.59523 -0.97306 0.41
H 2.91172 0.99091 -1.60458 0.50
H 4.20932 2.06851 -1.03410 0.54
H 6.20787 0.94251 1.64451 0.46
H 8.37647 -0.17881 1.12393 0.40
H 8.42309 -2.04006 -0.49130 0.40
H 6.34792 -2.78986 -1.58658 0.40
H 4.19670 -1.65834 -1.05117 0.35
H 2.04714 -2.77667 0.07460 0.23
H 0.62826 -3.79443 -0.31943 0.37
H 1.63944 -3.12572 -1.63574 0.24
H -4.92815 2.13435 0.26936 0.51
H -5.18468 1.38213 -1.31234 0.32
```



No. 4
ORCA calculation (the ωB97M-V functional and the def2-TZVPD basis) on a molecular structure, C3H7BrN at a distorted geometry.

Output
M: 137.000 g/mol
E_tot: -2746.89221 a.u.
energy relative to the best compared isomer or geometry (same formula, charge and spin): 2.156 eV
gap between HOMO and LUMO: 9.24 eV
E_HOMO: -0.4868 Ha
net charge: +1

```
12
Properties=species:S:1:pos:R:3:mulliken_charge:R:1
C 0.39203 -0.44267 -1.05385 -0.35
C 0.18224 -0.57394 0.38583 -0.54
C -0.92665 0.33187 -0.99394 -0.29
N 0.60827 0.56682 1.32859 -0.26
Br -2.63564 -0.35746 -1.66287 -0.01
H 1.29892 0.00244 -1.39989 0.24
H 0.25617 -1.44323 -1.44042 0.32
H -0.13804 -1.46059 0.86218 0.45
H -0.95949 1.23612 -0.41458 0.34
H -0.18632 0.63819 1.84678 0.34
H 0.68159 1.39006 0.70071 0.37
H 1.42692 0.11239 1.84146 0.39
```



> gap between HOMO and LUMO of number 4 (C3H7BrN)?

9.24 eV



Repeat the second record exactly.
ORCA calculation (the ωB97M-V functional and the def2-TZVPD basis) on 5 unconnected molecules or ions with the total composition C2H14O5 at a distorted geometry.

Output
M: 118.129 g/mol
E_tot: -460.77594 a.u.
energy relative to the best compared isomer or geometry (same formula, charge and spin): 0.806 eV
gap between HOMO and LUMO: 11.20 eV
E_HOMO: -0.3912 Ha
net charge: 0
SMILES: CCO.O.O.O.O

```
21
Properties=species:S:1:pos:R:3:mulliken_charge:R:1
C -1.68454 1.90788 -0.69637 -1.06
C -1.47818 0.51999 -0.21557 -0.14
O -0.84522 0.40744 1.20879 -0.64
H -0.82928 2.45128 -0.63611 0.40
H -2.00291 1.76197 -1.73718 0.31
H -2.41123 2.36696 -0.02690 0.29
H -0.83841 -0.04012 -0.85316 0.11
H -2.51793 0.09637 -0.03676 0.36
H -0.05536 0.92590 1.16622 0.32
O -0.02743 -2.01799 2.27650 -0.70
H -0.69101 -2.17034 2.95649 0.30
H -0.35199 -1.19949 1.82387 0.48
O 2.02213 -0.29654 -1.77269 -0.70
H 1.31306 -0.95799 -1.82528 0.31
H 2.41606 -0.66093 -0.99735 0.34
O 0.62430 -2.48653 -0.29841 -0.66
H 0.82770 -2.41707 0.70461 0.36
H 1.12136 -3.32417 -0.53346 0.31
O 1.49923 1.86929 -0.00224 -0.65
H 2.40339 1.97315 0.27091 0.26
H 1.50628 1.29093 -0.77589 0.40
```